ORCA calculation (ωB97M-V/def2-TZVPD) on an isolated molecule of C5H10O3 at a distorted geometry.

Element x y z (Å)
C: -0.12 2.16 0.10
C: 2.28 -0.28 -0.26
O: 0.27 0.86 -0.31
H: -1.20 2.19 0.31
H: 0.10 2.84 -0.72
H: 0.42 2.47 1.01
H: 2.71 -1.17 -0.69
H: 2.73 0.01 0.69
H: 2.34 0.52 -0.99
C: -1.67 -1.73 -0.60
C: -1.46 -0.64 0.40
C: 0.01 -0.23 0.65
O: -2.35 -0.04 0.96
O: 0.90 -1.17 0.33
H: 0.12 0.20 1.66
H: -1.16 -2.63 -0.26
H: -2.73 -1.92 -0.74
H: -1.19 -1.44 -1.54

relative energy (zero: lowest compared OMol25 entry of this formula, charge and spin): 3.303 eV
gap between HOMO and LUMO: 10.07 eV
SMILES string: COC(OC)C(C)=O
2S+1: 1
HOMO level: -9.275 eV

ORCA calculation (ωB97M-V/def2-TZVPD) on an isolated molecule of C5H11ClN2 at a distorted geometry.

Element x y z (Å)
C: 0.91 0.06 0.57
C: 0.80 -1.44 0.04
C: -0.17 -0.91 -0.97
C: -0.50 0.34 -0.07
C: -1.82 0.15 0.81
H: 2.87 0.16 0.15
H: 2.04 1.57 0.56
H: 1.00 0.22 1.67
H: 0.27 -2.18 0.67
H: 1.78 -1.91 -0.38
H: -1.05 -1.56 -1.07
H: 0.28 -0.76 -1.98
H: -1.45 2.25 -0.46
H: 0.23 1.57 -1.40
H: -1.63 -0.94 1.08
H: -1.80 0.88 1.53
N: 1.95 0.73 -0.10
N: -0.39 1.77 -0.52
Cl: -3.34 -0.02 -0.13

relative energy (zero: lowest compared OMol25 entry of this formula, charge and spin): 2.627 eV
gap between HOMO and LUMO: 9.74 eV
SMILES string: N[C@@H]1CC[C@@]1(N)CCl
2S+1: 1
HOMO level: -8.825 eV

ORCA calculation (ωB97M-V/def2-TZVPD) on a cluster of 2 separate species, C3H7N in total at a distorted geometry.

Element x y z (Å)
C: 0.83 -0.74 -0.56
C: -0.42 1.10 0.57
C: -0.47 -0.25 -0.23
N: 0.49 -2.59 -1.23
H: 1.70 -0.35 -0.23
H: -1.34 1.71 0.88
H: 0.09 1.94 0.09
H: -0.01 1.03 1.59
H: -1.03 -0.03 -1.20
H: -1.10 -0.96 0.31
H: 1.47 -2.79 -1.44

relative energy (zero: lowest compared OMol25 entry of this formula, charge and spin): 5.768 eV
gap between HOMO and LUMO (alpha / beta): 8.49 / 11.01 eV
2S+1: 1
HOMO level (alpha / beta): -8.626 / -10.776 eV